The following is a DFT calculation (the ωB97M-V functional and the def2-TZVPD basis) of a structure of composition C46H42F3GeN8OPTl at a distorted geometry.

highest occupied orbital energy (alpha / beta) = -2.4 / -1.2 eV
frontier orbital gap (alpha / beta) = 4.288 / 3.007 eV

The geometry in ORCA input format:
```
! wB97M-V def2-TZVPD RIJCOSX def2/J DEFGRID3
* xyz -1 1
Tl 0.00000 0.00000 0.00000
Ge -2.50170 0.58320 -2.37970
P 2.52150 2.23490 0.62760
F 2.83200 -9.02970 -2.06320
F 1.18240 -8.88500 -3.58160
F 3.24390 -8.15720 -4.09940
O 1.15270 -3.09710 4.39930
N -0.18160 1.77570 1.09520
N -0.96500 -0.73870 1.73950
N 2.81160 2.16570 -2.20940
N 0.35800 3.87860 1.49860
N 1.65390 -0.30490 1.26400
N 1.41360 0.66680 -1.38800
N -0.56260 -3.38310 5.81950
N 3.58240 0.13680 2.24530
C -0.01840 -2.86710 4.67680
C -1.72260 -3.32000 -3.76430
C 0.79790 -1.91420 -0.66390
C 4.77100 0.83920 2.65710
C 3.78090 3.23000 -2.28120
C -1.28970 2.45990 1.51010
C 0.80470 2.64810 1.07840
C -0.30120 -1.51540 2.63420
C 3.02380 -6.09090 -2.01140
C 1.99440 -6.87900 -2.55760
C -4.65030 2.22950 -5.59400
C 0.41780 -5.08520 -2.10630
C -4.14100 3.52740 -5.69610
C 2.31080 -8.25570 -3.08370
C 2.59040 0.60320 1.41870
C -3.14430 3.95850 -4.81530
C -2.27160 -2.22750 -3.08530
C -0.70450 -0.75170 -4.19900
C 1.13330 -2.99860 -1.06340
C -2.65620 3.09260 -3.83130
C 2.04780 -1.38470 2.00410
C -3.16640 1.79170 -3.72540
C 2.21530 1.66430 -1.07640
C -0.86990 -2.03350 3.79390
C 2.75130 -4.81020 -1.51670
C -3.61690 -0.82790 -0.11710
C -1.09440 1.42760 -1.33400
C 3.24720 -1.13480 2.62650
C -2.91530 -0.93300 3.14130
C 1.14210 5.07680 1.66180
C -0.15710 -1.84550 -4.87680
C -4.16370 1.36230 -4.61110
C -2.21020 -1.72950 4.04510
C -3.90530 0.05690 -1.16510
C -0.97930 3.77170 1.77150
C 1.47650 0.53560 -2.74700
C -0.66560 -3.12940 -4.65920
C -5.92170 -0.72070 0.61890
C 2.34350 1.45640 -3.28270
C -1.76240 -0.93900 -3.29980
C -2.25690 -0.46610 2.01490
C -6.21310 0.16480 -0.42290
C -4.62370 -1.21630 0.77200
C 1.44540 -4.30770 -1.56450
C -5.20770 0.55440 -1.31350
C 0.68700 -6.36210 -2.60010
H 3.86010 -1.73620 3.28190
H -2.61410 -1.21610 0.00920
H -2.24770 1.96550 1.60270
H -2.76560 0.15670 1.28430
H 0.04870 -3.94710 6.39720
H 1.44350 -2.28080 2.04640
H 3.33010 4.14280 -1.88400
H 0.73750 -1.71320 2.37790
H -2.11700 -4.31400 -3.59730
H 2.65380 1.65000 -4.29930
H -0.30530 0.23950 -4.37350
H 3.55540 -4.21600 -1.09870
H 0.89700 -0.21910 -3.26170
H -4.51770 4.19830 -6.45730
H -0.24170 -3.97570 -5.18420
H -1.51090 -3.25010 6.13090
H 1.92960 4.88300 2.39480
H 5.35750 1.08720 1.76880
H -1.51470 2.27500 -0.75470
H 5.36300 0.20060 3.31820
H 0.66060 -1.69800 -5.57040
H -0.13030 -6.93850 -3.01260
H -4.39780 -1.90080 1.57940
H 4.03760 -6.47030 -1.96920
H -1.49460 -0.88970 -0.66590
H -7.21790 0.54970 -0.53990
H 4.47540 1.74420 3.19390
H 0.50230 5.88670 2.02250
H 4.07280 3.38970 -3.32260
H -5.42100 1.89540 -6.27650
H -6.70070 -1.02130 1.30760
H -0.59490 -4.70150 -2.14590
H 4.65990 2.94330 -1.69800
H -3.09060 -2.39040 -2.39880
H -5.44860 1.24180 -2.11200
H 1.56910 5.35150 0.69420
H -4.56200 0.35800 -4.53920
H -1.57880 4.60030 2.12060
H -3.95670 -0.68160 3.31180
H -2.74970 4.96310 -4.89560
H -2.72750 -2.09290 4.92470
H -1.88430 3.43770 -3.15670
*
```



The following is a DFT calculation (the ωB97M-V functional and the def2-TZVPD basis) of an isolated molecule of C3H5NS at a distorted geometry.

highest occupied orbital energy = -8.2 eV
frontier orbital gap = 8.871 eV
structure (SMILES) = C=C=CNS

The geometry in ORCA input format:
```
! wB97M-V def2-TZVPD RIJCOSX def2/J DEFGRID3
* xyz 0 1
S 1.45772 1.68355 1.13027
N 0.91727 1.28325 -0.54084
C -0.53487 -0.66884 -0.23934
C -0.19414 0.42426 -0.86941
C -1.08421 -1.70133 0.34149
H -0.62823 0.76124 -1.70331
H 1.77781 0.32166 1.52518
H 0.87129 2.17030 -0.89361
H -1.89539 -1.64773 0.93436
H -0.68724 -2.62635 0.31522
*
```



The following is a DFT calculation (the ωB97M-V functional and the def2-TZVPD basis) of a structure of composition C45H61BGe2N3O4RbSSb.

highest occupied orbital energy (alpha / beta) = -1.1 / -1.2 eV
expectation value of S² = 0.75
frontier orbital gap (alpha / beta) = 4.719 / 4.847 eV

The geometry in ORCA input format:
```
! wB97M-V def2-TZVPD RIJCOSX def2/J DEFGRID3
* xyz -2 2
Sb 2.80450 -2.13702 0.09136
Rb -0.27596 -0.39128 -0.08619
Ge -1.82201 0.98158 -3.38199
Ge -1.11300 2.72814 -0.53559
S -0.02559 -1.55888 -3.37497
O -2.46527 -3.02103 -1.72300
O -2.62741 -4.02842 2.13573
O -3.55432 -1.02985 -1.30930
O -1.01546 -2.13653 1.62487
N 2.64996 1.13855 0.89790
N 0.35935 -1.37959 3.33950
N 1.12193 -0.66621 2.47130
C -3.64303 -3.26516 -1.09031
C -2.37561 3.54267 -1.93580
C 4.71055 -2.09283 1.18190
C 4.88332 -4.04028 -1.46425
C -4.18771 -4.47276 -0.71934
C -5.53325 -2.02488 -0.22585
C 1.96152 -3.89322 1.10999
C -2.76858 2.62470 -2.83293
C -0.73882 5.60901 0.81120
C 3.60617 -3.23168 -1.66732
C 3.76860 -2.23254 -2.81234
C -4.39396 0.06712 -4.59306
C -0.20172 1.65346 -4.33826
C -3.67519 7.58251 -2.66558
C 2.93841 -4.98163 1.53973
C -1.34829 -2.93435 3.85267
C 5.64268 -1.05681 0.55770
C 1.54100 0.44896 2.93744
C -3.37617 5.74405 -1.13522
C -3.79994 7.03813 -1.39375
C 3.55792 3.47180 2.10500
C -3.02651 -4.60601 4.37616
C -5.43294 -4.44458 -0.08824
C -3.11961 6.80809 -3.67458
C 0.84221 -4.47492 0.24759
C 4.48965 -1.79805 2.66286
C -2.70847 5.50885 -3.41524
C -1.76968 -3.57779 6.15123
C -0.14936 4.23512 0.48635
C -3.66095 3.07200 1.29088
C 3.81190 3.22890 0.76288
C -2.33504 -3.84549 3.42889
C -2.51002 2.16396 0.86640
C -4.30476 -2.06196 -0.84480
C -1.39321 -0.83018 -2.68050
C 1.04716 1.96921 -3.51657
C -6.09242 -3.24777 0.15266
C -1.08413 -2.82174 5.21576
C -2.74645 -4.47187 5.72178
C 2.37790 1.38231 2.18583
C -2.83771 4.93617 -2.14105
C 3.33664 2.04582 0.21770
C -0.61122 -2.11888 2.83213
C -2.95779 0.45080 -4.95710
C 2.83527 2.54034 2.82344
B -2.39987 -1.61608 -1.90968
H 2.81995 -1.74440 -3.04425
H -3.65988 -5.39985 -0.89800
H -3.78304 -5.29579 4.02314
H -3.00372 7.22149 -4.67058
H -4.93589 0.91967 -4.17457
H -7.05288 -3.25820 0.65326
H 5.81217 -1.24595 -0.50434
H 3.32272 -5.52481 0.67365
H 4.49623 -1.45304 -2.56176
H 4.06566 -0.80130 2.79753
H 3.90707 4.38331 2.57431
H -4.95916 -0.29107 -5.46096
H -5.88315 -5.37732 0.22864
H 3.80315 -2.51011 3.12594
H -3.29578 4.00881 1.71945
H 6.61922 -1.05718 1.05865
H 0.79232 4.38258 -0.05692
H -3.45428 5.34534 -0.13699
H 2.79313 -3.91461 -1.92884
H -2.45093 -0.39792 -5.42503
H 3.51016 1.81591 -0.82988
H 5.15516 -3.08497 1.07367
H 1.24586 -4.95828 -0.64602
H -4.29345 3.30911 0.43358
H 1.86347 2.33024 -4.15528
H 2.42789 -5.71113 2.18007
H -3.53094 2.89690 -3.57344
H 0.13287 -3.71249 -0.07576
H -0.32361 -2.11524 5.51749
H -3.99612 8.59836 -2.86520
H -3.29257 -5.06624 6.44584
H 0.84386 2.72891 -2.76085
H -1.01289 6.14788 -0.09711
H -0.52406 2.54839 -4.88341
H 4.34588 3.94236 0.15040
H -4.22016 7.63377 -0.59083
H 1.39524 1.07329 -2.99810
H -4.40886 -0.72458 -3.84077
H -1.63776 5.52897 1.42674
H -2.94924 1.23319 0.48562
H 5.12515 -4.60652 -2.37303
H -0.02740 6.23880 1.36358
H -1.92688 1.88776 1.75700
H -6.03095 -1.08173 -0.04323
H 1.51496 -3.45106 2.00477
H 0.14000 3.73435 1.42146
H -2.96507 1.26292 -5.69492
H 0.27880 -5.22893 0.80877
H 4.12155 -2.73067 -3.72425
H -2.05484 -3.37329 1.64108
H -4.30277 2.59991 2.04622
H 4.80182 -4.75323 -0.64317
H 5.73632 -3.39008 -1.25252
H -2.26556 4.91331 -4.20423
H 1.23109 0.76294 3.93702
H 3.78581 -4.58447 2.10182
H -1.55326 -3.46767 7.20678
H 2.59842 2.70141 3.86784
H 0.03042 0.88371 -5.07696
H 5.43955 -1.83481 3.21183
H 5.22037 -0.05400 0.65477
*
```



Number 1: DFT total energy -140987.73501 eV, molecular weight 1087.9 g/mol. Number 2: DFT total energy -15513.90857 eV, molecular weight 87.1 g/mol. Number 3: DFT total energy -192053.39600 eV, molecular weight 1103.3 g/mol.